Entry 1:
Formula: C5H8O2
Source: OMol25
Level of theory: the ωB97M-V functional and the def2-TZVPD basis

Cartesian coordinates (Å):
C 1.64 0.00 -0.18
H 2.26 -0.85 -0.47
H -0.96 1.03 -1.30
H -2.41 -0.01 1.18
H 1.29 0.49 -1.11
H -0.84 -1.08 -1.21
C -1.51 0.01 0.58
O -0.35 0.60 1.16
O 2.45 0.86 0.58
C -1.53 0.22 -0.86
H 1.86 1.54 0.95
H 0.81 -1.08 1.47
C 0.46 -0.48 0.62
C -0.74 -1.15 -0.05
H -2.43 -0.11 -1.37

As for the charge: 0. Its spin multiplicity is 1. The LUMO energy is 0.8605 eV. The HOMO energy is -8.7 eV. For the gap between HOMO and LUMO, the calculation gives 9.610 eV.

Entry 2:
Formula: C5H8O2
Source: OMol25
Level of theory: the ωB97M-V functional and the def2-TZVPD basis

Cartesian coordinates (Å):
H 2.61 -1.06 2.24
C 2.21 -0.41 1.37
H -0.80 -2.29 -1.87
H 0.87 1.79 2.04
C -0.13 -1.98 -1.06
H -0.31 -2.80 -0.38
C 2.53 0.17 0.25
H -2.07 0.18 0.37
C 1.10 0.32 0.75
H 0.88 -2.09 -1.62
O -1.56 -0.68 0.22
H -0.35 0.33 -1.23
H 3.13 0.38 -0.66
O 0.45 1.50 1.25
C -0.41 -0.59 -0.56

As for the charge: 0. Its spin multiplicity is 1. The LUMO energy is 0.9344 eV. The HOMO energy is -7.5 eV. For the gap between HOMO and LUMO, the calculation gives 8.386 eV.

Entry 3:
Formula: C5H8O2
Source: OMol25
Level of theory: the ωB97M-V functional and the def2-TZVPD basis

Cartesian coordinates (Å):
H -0.64 -0.59 -2.20
C 0.30 0.54 -0.18
H -1.45 -2.20 0.90
O 1.64 2.44 -0.02
C -0.63 -0.60 -0.26
O -1.18 -0.97 -1.50
H 2.42 2.55 0.52
H 2.34 0.61 -0.80
C -1.06 0.74 0.33
H 0.02 -1.47 1.60
H -1.21 0.83 1.41
C 1.48 1.11 -0.35
H -1.73 1.35 -0.28
H 0.14 -2.55 0.19
C -0.46 -1.78 0.66

The SMILES is C[C@@]1(O)C/C1=C\O. As for the charge: 0. Its spin multiplicity is 1. The LUMO energy is 0.6891 eV. The HOMO energy is -9.2 eV. For the gap between HOMO and LUMO, the calculation gives 9.897 eV.

Entry 4:
Formula: C5H8O2
Source: OMol25
Level of theory: the ωB97M-V functional and the def2-TZVPD basis

Cartesian coordinates (Å):
H -1.09 -1.58 1.70
H -1.72 -0.93 -1.31
C 1.61 0.66 0.19
H 2.42 0.85 0.93
H -0.27 1.53 -1.08
H -0.43 1.94 0.62
C -1.04 -1.23 -0.52
C -0.25 -0.22 0.23
O 2.26 0.71 -1.03
H 1.56 0.98 -1.63
H -2.27 -0.30 1.12
O 1.06 -0.58 0.59
C -1.38 -0.88 0.93
H -0.52 -2.17 -0.68
C 0.06 1.23 -0.05

The SMILES is O[C@H]1CC2(CC2)O1. As for the charge: 0. Its spin multiplicity is 1. The LUMO energy is 0.9699 eV. The HOMO energy is -9.4 eV. For the gap between HOMO and LUMO, the calculation gives 10.417 eV.

Entry 5:
Formula: C5H8O2
Source: OMol25
Level of theory: the ωB97M-V functional and the def2-TZVPD basis

Cartesian coordinates (Å):
H -0.71 1.67 1.54
H -1.39 -1.44 1.57
H -1.05 -1.35 -1.25
H -0.29 -0.41 -2.17
H -1.90 0.78 0.57
C -0.38 -1.32 1.19
C 0.04 -0.16 0.69
H 3.46 0.34 -0.66
C -0.84 1.08 0.61
C 1.37 0.01 0.19
C 2.48 0.21 -0.27
H 0.28 -2.18 1.25
O -0.60 1.85 -0.54
H 0.33 2.12 -0.53
O -0.80 -1.22 -2.18

The SMILES is C#CC(=C)CO.O. As for the charge: 0. Its spin multiplicity is 1. The LUMO energy is 0.4634 eV. The HOMO energy is -9.7 eV. For the gap between HOMO and LUMO, the calculation gives 10.203 eV.

Entry 6:
Formula: C5H8O2
Source: OMol25
Level of theory: the ωB97M-V functional and the def2-TZVPD basis

Cartesian coordinates (Å):
H 0.48 -0.07 1.89
C 0.86 0.56 -0.82
H -2.74 1.22 -0.62
H 1.19 0.43 -1.85
C 0.87 -0.63 1.03
O -1.84 0.94 -0.82
C 1.88 0.23 0.26
H -1.69 0.09 1.07
C -1.52 -0.16 0.01
O 3.05 0.46 0.41
H -2.17 -1.02 -0.22
H 1.23 -1.60 1.38
C -0.05 -0.54 -0.21
H 0.44 1.56 -0.70
H 0.01 -1.46 -0.81

The SMILES is O=C1CC(CO)C1. As for the charge: 0. Its spin multiplicity is 1. The LUMO energy is 0.7107 eV. The HOMO energy is -9.5 eV. For the gap between HOMO and LUMO, the calculation gives 10.164 eV.

Entry 7:
Formula: C5H8O2
Source: OMol25
Level of theory: the ωB97M-V functional and the def2-TZVPD basis

Cartesian coordinates (Å):
H -2.45 -0.01 0.26
C 0.65 1.22 0.15
H 1.25 -0.53 1.35
H 0.96 1.83 1.01
C -0.82 1.49 0.11
C -0.43 -0.90 0.01
C 0.95 -0.30 0.32
H -0.57 -1.92 0.39
H 1.20 1.66 -0.69
H 1.47 -1.01 -1.36
O 1.94 -0.80 -0.53
C -1.40 0.16 0.52
O -0.56 -0.99 -1.42
H -0.81 -0.12 -1.75
H -1.36 0.23 1.63

As for the charge: 0. Its spin multiplicity is 1. The LUMO energy is -0.3562 eV. The HOMO energy is -8.7 eV. For the gap between HOMO and LUMO, the calculation gives 8.319 eV.

Entry 8:
Formula: C5H8O2
Source: OMol25
Level of theory: the ωB97M-V functional and the def2-TZVPD basis

Cartesian coordinates (Å):
C 0.28 -0.03 -0.53
C 1.61 -0.18 -0.82
H -0.26 -2.90 0.32
H -1.16 1.57 -1.86
H 0.41 2.07 -0.09
O 2.51 0.78 -0.72
H -0.87 1.46 0.94
O -1.46 1.77 -0.96
H 0.74 -1.87 1.32
H 2.23 1.58 -0.22
H -0.94 -2.15 1.77
C -0.46 1.39 -0.06
C -0.27 -1.99 0.92
C -0.65 -0.82 0.08
H -1.71 -0.68 -0.11

As for the charge: 0. Its spin multiplicity is 1. The LUMO energy (spin up / spin down) is -0.2833 / -0.2840 eV. The HOMO energy (spin up / spin down) is -7.7 / -7.7 eV. For the gap between HOMO and LUMO (spin up / spin down), the calculation gives 7.407 / 7.405 eV.

Entry 9:
Formula: C5H8O2
Source: OMol25
Level of theory: the ωB97M-V functional and the def2-TZVPD basis

Cartesian coordinates (Å):
O -1.16 1.40 -0.63
H 2.65 -0.14 0.47
C -1.87 -0.68 0.21
C 0.47 0.18 0.84
H 0.24 -0.45 1.71
C 1.65 -0.32 0.05
C 1.34 0.28 -1.30
H -1.55 -1.65 0.60
H -2.55 -0.82 -0.63
C -0.70 0.22 -0.14
H -0.36 1.74 -1.07
H -2.48 -0.21 1.02
H 1.54 -1.39 -0.19
O 2.12 0.62 -2.13
H 0.66 1.21 1.19

As for the charge: 0. Its spin multiplicity is 1. The LUMO energy (spin up / spin down) is 0.5558 / 0.1224 eV. The HOMO energy (spin up / spin down) is -7.9 / -7.5 eV. For the gap between HOMO and LUMO (spin up / spin down), the calculation gives 8.468 / 7.623 eV.

Entry 10:
Formula: C5H8O2
Source: OMol25
Level of theory: the ωB97M-V functional and the def2-TZVPD basis

Cartesian coordinates (Å):
C 0.70 0.70 -0.99
H 0.35 -1.97 0.69
O 0.13 -2.72 0.11
H 2.05 1.08 0.74
C -2.38 1.76 0.62
O 0.43 -0.23 0.92
H 0.92 0.16 -1.91
C -1.52 1.00 0.26
H 2.28 -0.51 -0.08
C -0.47 0.10 -0.18
H -0.89 -0.81 -0.62
H 0.64 1.77 -1.17
H -3.13 2.44 0.94
C 1.57 0.28 0.18
H -0.69 -3.07 0.49

The SMILES is C#C[C@H]1CCO1.O. As for the charge: 0. Its spin multiplicity is 1. The LUMO energy is 0.9516 eV. The HOMO energy is -10.2 eV. For the gap between HOMO and LUMO, the calculation gives 11.115 eV.

Entry 11:
Formula: C5H8O2
Source: OMol25
Level of theory: the ωB97M-V functional and the def2-TZVPD basis

Cartesian coordinates (Å):
H -1.15 1.61 -0.12
H -1.32 0.84 1.50
H -0.12 -1.95 -1.10
H 1.83 1.57 0.20
C 1.52 0.68 -0.34
C -0.37 -1.04 -0.58
H -2.64 -0.94 -0.17
C -1.04 0.70 0.46
H 1.25 0.95 -1.37
H 1.39 -1.03 1.66
O -1.13 -0.32 -1.59
H 2.37 -0.01 -0.38
O 0.61 -0.46 1.63
C -1.68 -0.47 -0.29
C 0.34 0.00 0.32

The SMILES is C[C@@]1(O)C[C@H]2O[C@H]21. As for the charge: 0. Its spin multiplicity is 1. The LUMO energy is 0.9087 eV. The HOMO energy is -9.7 eV. For the gap between HOMO and LUMO, the calculation gives 10.648 eV.

Entry 12:
Formula: C5H8O2
Source: OMol25
Level of theory: the ωB97M-V functional and the def2-TZVPD basis

Cartesian coordinates (Å):
C 0.46 -0.73 0.84
C 1.27 0.67 -1.08
C 0.26 -0.35 -0.55
O 0.23 -1.50 -1.37
C -1.16 0.27 -0.53
H 1.38 1.52 -0.40
H -0.87 0.81 2.40
H 2.25 0.20 -1.23
O -1.08 0.03 1.85
H 0.20 -1.74 1.13
H 1.17 -0.21 1.47
H 0.91 1.05 -2.04
H -0.55 -1.35 -1.94
H -2.72 0.87 0.82
C -1.73 0.47 0.63

As for the charge: 0. Its spin multiplicity is 1. The LUMO energy is -0.1641 eV. The HOMO energy is -7.9 eV. For the gap between HOMO and LUMO, the calculation gives 7.754 eV.

Entry 13:
Formula: C5H8O2
Source: OMol25
Level of theory: the ωB97M-V functional and the def2-TZVPD basis

Cartesian coordinates (Å):
C -1.65 -0.27 -0.74
C -2.54 0.33 0.30
H -3.52 -0.09 0.24
O 0.29 0.34 1.47
H 2.72 0.99 -1.11
H -2.51 1.36 0.04
H -2.17 -0.58 -1.53
H 2.69 0.26 1.40
O 3.10 0.25 -0.65
H 0.21 -0.90 -1.52
C 0.71 -0.13 0.43
H 2.80 -1.26 0.56
C -0.25 -0.39 -0.70
C 2.36 -0.17 0.48
H -2.24 0.27 1.32

As for the charge: 0. Its spin multiplicity is 3. The LUMO energy (spin up / spin down) is 0.8669 / -2.5557 eV. The HOMO energy (spin up / spin down) is -6.3 / -9.4 eV. As for the expectation value of S²: 2.036. For the gap between HOMO and LUMO (spin up / spin down), the calculation gives 7.194 / 6.887 eV.

Entry 14:
Formula: C5H8O2S
Source: OMol25
Level of theory: the ωB97M-V functional and the def2-TZVPD basis

Cartesian coordinates (Å):
C 0.51 -0.54 -1.52
C -0.24 -0.16 -0.31
H 2.60 0.27 1.33
H 1.78 -1.18 1.71
C 0.88 -0.68 -2.69
O -0.95 1.02 -0.68
H 2.12 -0.95 0.00
C 1.78 -0.45 0.90
H -1.23 1.55 1.36
C -1.73 1.42 0.45
H -2.09 2.33 0.20
O 0.50 0.11 0.81
S -1.26 -1.64 -0.02
H -2.51 0.69 0.82
H 1.39 -0.72 -3.57
H -1.55 -1.07 1.21

The SMILES is C#CC(S)(OC)OC. As for the charge: 0. Its spin multiplicity is 1. The LUMO energy is 0.7504 eV. The HOMO energy is -9.4 eV. For the gap between HOMO and LUMO, the calculation gives 10.183 eV.

Entry 15:
Formula: C5H8O2S
Source: OMol25
Level of theory: the ωB97M-V functional and the def2-TZVPD basis

Cartesian coordinates (Å):
C -0.98 -0.48 -0.05
H -0.18 1.34 0.79
S 4.08 -0.64 -0.08
O -0.97 -1.72 0.09
H 1.64 -0.37 1.38
C 0.14 0.51 -0.05
H -2.37 0.71 -1.25
C -2.50 0.02 -0.24
H -2.60 -1.83 -0.02
H 0.14 0.84 -1.16
C 2.52 0.03 -0.40
C 1.47 -0.08 0.37
H 3.86 -1.12 1.16
O -3.27 -1.07 -0.21
H -2.71 0.75 0.53
H 2.66 0.52 -1.43

The SMILES is O=C(CO)C/C=C/S. As for the charge: 0. Its spin multiplicity is 1. The LUMO energy is 0.7028 eV. The HOMO energy is -8.8 eV. For the gap between HOMO and LUMO, the calculation gives 9.534 eV.

Entry 16:
Formula: C5H8O2S
Source: OMol25
Level of theory: the ωB97M-V functional and the def2-TZVPD basis

Cartesian coordinates (Å):
C -0.31 0.11 -0.30
O 1.42 -0.57 -1.79
H 1.70 -0.83 -2.67
C 0.00 -0.45 -1.69
H -0.55 -1.85 0.60
H -1.03 -0.25 2.99
O -1.63 -0.14 0.14
S 0.01 1.60 1.89
H -0.42 -1.45 -1.89
C 0.28 1.41 0.11
H -0.38 0.37 -2.33
H -0.32 2.18 -0.39
H 0.75 -0.57 2.53
C -0.58 -0.77 0.81
H 1.33 1.43 -0.21
C -0.26 -0.21 2.21

The SMILES is OC[C@]12CSC[C@H]1O2. As for the charge: 0. Its spin multiplicity is 1. The LUMO energy is 0.7074 eV. The HOMO energy is -8.5 eV. For the gap between HOMO and LUMO, the calculation gives 9.253 eV.

Entry 17:
Formula: C5H8O2S
Source: OMol25
Level of theory: the ωB97M-V functional and the def2-TZVPD basis

Cartesian coordinates (Å):
C 1.18 0.72 1.17
H 2.66 -0.56 -0.61
C -0.90 -0.11 0.10
H 1.50 -0.29 -1.99
H 2.64 2.19 0.06
C 1.75 0.02 -0.84
H 0.07 -1.81 1.64
H 0.29 1.26 1.49
C 0.63 -0.48 0.18
O 0.53 -1.95 0.62
H 0.60 2.01 -0.51
H 1.83 0.37 2.09
C 1.68 1.49 -0.08
H -2.56 -0.43 1.00
O -1.62 -0.57 1.05
S -1.53 0.47 -1.23

The SMILES is OC(=S)C1(O)CCC1. As for the charge: 0. Its spin multiplicity is 1. The LUMO energy is 0.4939 eV. The HOMO energy is -8.8 eV. For the gap between HOMO and LUMO, the calculation gives 9.244 eV.